{
  "formula": "C38H51BCl2CrN8O2S3",
  "method": "wB97M-V/def2-TZVPD",
  "species": ["Cr", "C", "C", "C", "C", "N", "N", "B", "N", "N", "C", "C", "C", "C", "C", "S", "C", "C", "C", "C", "N", "N", "C", "C", "C", "C", "C", "S", "C", "C", "C", "C", "C", "S", "C", "C", "C", "C", "H", "H", "H", "H", "H", "H", "H", "H", "H", "H", "H", "H", "H", "H", "H", "H", "H", "H", "H", "H", "H", "H", "H", "H", "H", "H", "H", "H", "H", "H", "H", "H", "H", "H", "H", "H", "H", "H", "H", "O", "C", "O", "C", "N", "C", "C", "C", "H", "H", "H", "H", "H", "H", "H", "H", "H", "Cl", "C", "C", "C", "C", "C", "Cl", "C", "N", "H", "H", "H"],
  "xyz": [[-0.061224, 0.421860, -0.236587], [1.781347, -4.306076, -1.443742], [0.375921, -3.870081, -1.172329], [-0.708487, -4.538652, -1.660365], [-2.014895, -4.078690, -1.388450], [-2.202123, -2.980906, -0.704180], [-1.145697, -2.299060, -0.268977], [-1.388859, -1.030899, 0.598660], [-2.820059, -0.479036, 0.457221], [-3.778227, -1.023627, 1.227984], [-5.007812, -0.659843, 1.063064], [-5.340882, 0.315291, 0.083620], [-4.393495, 0.924751, -0.659114], [-4.782543, 2.028050, -1.602118], [-3.020996, 0.519455, -0.433368], [-3.016782, -0.474924, -3.368413], [-6.063175, -1.227749, 2.008487], [-6.337831, -0.156708, 3.080156], [-7.354522, -1.552798, 1.251384], [-5.546999, -2.497659, 2.687021], [-1.075993, -1.451960, 2.069958], [-1.521245, -2.637401, 2.490627], [-1.135389, -3.082441, 3.651805], [-0.213401, -2.345613, 4.436914], [0.213200, -1.125000, 4.030913], [1.237531, -0.330606, 4.779012], [-0.293719, -0.639371, 2.788141], [0.105691, 0.886652, 2.147932], [-1.726950, -4.395934, 4.153414], [-2.727460, -4.048719, 5.270084], [-0.630828, -5.298187, 4.732573], [-2.447232, -5.138465, 3.027199], [0.141653, -2.681854, -0.430382], [1.382856, -1.697365, 0.222683], [-3.294479, -4.810314, -1.803720], [-2.982643, -6.096498, -2.566892], [-4.142563, -3.883562, -2.683874], [-4.080753, -5.151759, -0.527496], [1.797432, -5.248893, -1.991421], [2.337913, -4.413865, -0.510894], [2.293358, -3.534699, -2.025403], [-0.553509, -5.419617, -2.272556], [-6.376862, 0.608920, -0.048073], [-5.840699, 2.256759, -1.475528], [-4.614345, 1.749518, -2.641461], [-4.203548, 2.932787, -1.404846], [-6.748093, 0.755094, 2.634059], [-5.411172, 0.103870, 3.598436], [-7.054955, -0.528466, 3.819183], [-7.853662, -0.656148, 0.874479], [-8.053861, -2.057858, 1.922391], [-7.151518, -2.217118, 0.405959], [-4.557511, -2.330874, 3.109863], [-5.467787, -3.319813, 1.968395], [-6.236506, -2.796035, 3.482447], [0.192179, -2.777833, 5.345334], [1.535193, -0.845677, 5.692178], [0.855579, 0.661042, 5.024099], [2.114191, -0.184506, 4.144471], [-2.240440, -3.477689, 6.065531], [-3.137007, -4.963619, 5.707549], [-3.554379, -3.451394, 4.881323], [-0.180622, -4.875802, 5.634915], [0.161947, -5.476505, 4.000371], [-1.066357, -6.261878, 5.005426], [-3.107988, -4.470912, 2.474412], [-3.033762, -5.961284, 3.444205], [-1.724791, -5.552627, 2.317507], [-2.457407, -5.888440, -3.503941], [-3.916900, -6.604743, -2.813329], [-2.375840, -6.782382, -1.969209], [-3.613689, -3.630649, -3.608877], [-4.357833, -2.951572, -2.154678], [-5.086676, -4.370825, -2.945755], [-3.508068, -5.830179, 0.113190], [-5.026364, -5.638911, -0.787776], [-4.290598, -4.241727, 0.039767], [1.586290, 2.122425, -0.421231], [1.834136, 3.150958, 0.166203], [1.103279, 3.633967, 1.149061], [3.041405, 4.015812, -0.202979], [3.427727, 4.783717, 0.988465], [4.295839, 3.846645, 1.739676], [5.092862, 3.050799, 0.689614], [4.251723, 3.158529, -0.608968], [2.699031, 4.683268, -0.995983], [1.596049, 4.411445, 1.488721], [3.960545, 5.597041, 0.712139], [3.650615, 3.176392, 2.312064], [4.919412, 4.393180, 2.444682], [5.230713, 2.015695, 1.002263], [6.080019, 3.491936, 0.545696], [3.917767, 2.191653, -0.979564], [4.815480, 3.651959, -1.397464], [0.505387, -0.099841, -2.381456], [-2.397411, 1.107687, -3.363606], [-2.279214, 1.782520, -4.596047], [-1.798568, 3.067825, -4.670454], [-1.443096, 3.735195, -3.504856], [-1.540652, 3.093727, -2.283842], [-1.148821, 3.994690, -0.852003], [-1.982807, 1.774550, -2.149828], [-1.931150, 1.150800, -0.888818], [-2.565396, 1.252975, -5.495421], [-1.710273, 3.559548, -5.631504], [-1.097394, 4.760432, -3.537189]],
  "forces_ev_per_angstrom": [[0.467, -0.337, 0.375], [-0.049, 0.052, -0.008], [0.146, -0.018, -0.076], [-0.006, -0.078, -0.053], [-0.058, -0.023, -0.005], [0.084, 0.112, 0.024], [-0.122, -0.316, 0.137], [0.046, 0.032, -0.333], [-0.025, -0.074, 0.020], [0.076, -0.159, -0.082], [-0.055, -0.026, 0.033], [-0.218, -0.023, 0.039], [0.043, 0.087, -0.216], [-0.013, 0.027, 0.080], [0.098, 0.304, 0.257], [0.132, -0.049, 0.146], [0.105, 0.054, 0.087], [-0.012, -0.018, -0.029], [-0.009, -0.004, -0.045], [-0.001, -0.016, -0.047], [-0.035, 0.141, 0.078], [0.027, -0.114, -0.102], [0.026, -0.072, 0.026], [0.050, -0.127, 0.075], [0.089, 0.184, 0.041], [-0.086, -0.036, -0.033], [-0.076, 0.025, -0.060], [0.039, 0.279, 0.214], [-0.069, 0.057, 0.023], [0.031, -0.005, -0.017], [0.064, 0.012, -0.021], [0.041, 0.039, -0.050], [-0.165, 0.193, 0.070], [-0.063, -0.051, 0.004], [0.033, 0.075, 0.067], [0.016, 0.030, -0.015], [0.064, 0.091, -0.013], [0.027, -0.016, -0.017], [-0.002, 0.037, 0.021], [-0.020, -0.006, -0.029], [-0.016, -0.036, 0.043], [-0.034, 0.031, 0.095], [0.081, -0.001, 0.041], [0.028, 0.006, 0.047], [-0.085, 0.059, 0.072], [-0.029, -0.022, -0.010], [0.046, -0.063, 0.038], [-0.066, -0.015, -0.005], [0.040, 0.030, -0.090], [0.032, -0.072, 0.022], [0.027, 0.025, -0.034], [-0.040, 0.033, 0.059], [-0.020, -0.032, 0.031], [0.026, 0.074, 0.068], [0.033, 0.002, -0.074], [-0.112, 0.057, -0.013], [-0.024, 0.021, -0.012], [0.013, -0.006, 0.009], [-0.012, 0.028, 0.012], [-0.040, -0.034, -0.010], [0.026, 0.050, -0.030], [0.015, -0.021, 0.002], [-0.023, -0.044, -0.066], [-0.053, 0.008, 0.049], [0.024, 0.019, 0.000], [-0.019, -0.055, 0.038], [0.058, 0.017, -0.005], [-0.061, 0.050, 0.000], [-0.030, -0.038, 0.059], [0.027, 0.006, -0.007], [-0.037, 0.012, -0.040], [-0.061, -0.020, 0.073], [0.001, -0.087, -0.046], [0.067, 0.016, 0.013], [-0.049, 0.051, -0.029], [0.077, 0.041, 0.017], [0.008, -0.069, -0.038], [-0.378, 0.030, 0.202], [0.377, -0.038, -0.258], [-0.189, -0.092, 0.161], [0.174, -0.078, 0.076], [-0.029, -0.228, 0.092], [-0.033, 0.107, -0.163], [-0.096, 0.039, -0.069], [-0.026, -0.060, 0.191], [0.010, 0.008, -0.019], [0.084, 0.071, 0.028], [0.001, 0.086, -0.015], [-0.015, 0.013, 0.013], [-0.018, 0.002, 0.003], [0.024, 0.042, -0.032], [-0.011, -0.037, -0.001], [0.043, 0.010, -0.043], [-0.002, 0.010, -0.041], [-0.117, 0.054, -0.662], [0.240, 0.005, 0.368], [0.079, 0.084, -0.013], [-0.052, -0.019, -0.173], [0.023, 0.020, 0.055], [0.041, -0.068, 0.075], [-0.043, -0.011, -0.039], [0.017, -0.155, 0.006], [-0.509, -0.031, -0.760], [-0.031, -0.028, 0.075], [0.010, 0.012, 0.069], [-0.008, -0.033, 0.029]],
  "multiplicity": 5,
  "s2": 6.20,
  "e_lumo_ha": [0.0137, -0.0581],
  "energy_ha": -5251.5738,
  "max_force_ev_per_a": 0.92,
  "gap_ev": [7.49, 4.84],
  "e_above_lowest_kcal_mol": 0.0
}



{
  "formula": "C38H51N6O3S2Si2Sn",
  "method": "wB97M-V/def2-TZVPD",
  "species": ["Sn", "C", "C", "N", "C", "C", "S", "C", "C", "S", "C", "N", "C", "H", "H", "H", "H", "H", "H", "H", "H", "C", "Si", "C", "C", "N", "C", "C", "C", "C", "C", "C", "N", "Si", "C", "C", "C", "H", "H", "H", "H", "H", "H", "H", "H", "H", "H", "H", "H", "H", "H", "H", "H", "H", "H", "H", "H", "H", "H", "C", "C", "C", "C", "C", "C", "C", "C", "C", "C", "O", "O", "H", "H", "H", "H", "H", "H", "H", "H", "H", "H", "H", "C", "C", "O", "H", "H", "H", "H", "H", "H", "N", "C", "C", "C", "C", "C", "N", "C", "H", "H", "H", "H"],
  "xyz": [[0.207488, 0.250726, -0.715829], [3.760159, 2.608172, -0.802633], [2.550583, 3.311911, -0.276575], [1.386170, 3.316479, -0.840628], [0.468844, 4.048981, -0.117886], [0.953971, 4.603723, 1.022480], [2.608254, 4.216355, 1.203065], [-0.910252, 4.209023, -0.614013], [-1.811773, 5.116420, -0.152267], [-3.280263, 4.971251, -1.010702], [-2.590345, 3.711861, -1.968590], [-1.369834, 3.424147, -1.652115], [-3.373155, 3.028357, -3.049781], [4.034621, 1.790190, -0.129438], [4.605462, 3.294056, -0.881597], [3.533498, 2.188848, -1.782539], [0.428567, 5.193081, 1.758979], [-1.687942, 5.853035, 0.625938], [-3.075678, 3.402795, -4.031055], [-4.442135, 3.197546, -2.925782], [-3.175084, 1.956118, -3.018850], [-3.159359, 1.094306, 0.382205], [-2.960885, -0.779895, 0.328162], [-4.278289, -1.442306, -0.863345], [-3.452278, -1.378676, 2.044635], [-1.385045, -1.194721, -0.183512], [-1.012270, -2.523206, -0.437946], [-1.763428, -3.640339, -0.055885], [-1.311291, -4.945660, -0.244751], [-0.064729, -5.149950, -0.808338], [0.680252, -4.051898, -1.235221], [0.211534, -2.738480, -1.119712], [0.874745, -1.612683, -1.614054], [2.263294, -1.643212, -2.616962], [2.384384, -3.084726, -3.825094], [2.285627, -0.119854, -3.716989], [3.871375, -1.582077, -1.659994], [-3.760232, 1.448949, -0.462777], [-2.196256, 1.610751, 0.358229], [-3.672092, 1.397342, 1.301854], [-4.915629, -0.632718, -1.230785], [-4.923820, -2.193179, -0.396593], [-3.802331, -1.919241, -1.727681], [-4.391474, -0.903626, 2.347996], [-2.687095, -1.117339, 2.784282], [-3.591214, -2.462165, 2.098183], [-2.730736, -3.486117, 0.410338], [-1.924974, -5.782125, 0.066437], [0.339144, -6.148965, -0.917624], [1.666447, -4.216569, -1.656241], [1.404635, -3.491207, -4.098251], [2.979029, -3.908814, -3.418760], [2.879566, -2.737715, -4.738425], [1.493168, -0.147657, -4.471600], [3.248108, -0.066920, -4.239157], [2.173967, 0.802088, -3.131730], [3.813790, -2.179640, -0.743871], [4.097630, -0.556759, -1.345761], [4.709485, -1.952931, -2.261543], [0.656854, -2.471903, 6.531031], [1.245247, -1.857314, 5.284896], [1.627221, -0.522414, 5.251269], [2.163108, 0.055163, 4.101177], [2.539950, 1.512347, 4.081080], [2.325043, -0.728063, 2.958852], [1.960060, -2.074154, 2.974258], [2.155663, -2.918470, 1.746006], [1.423657, -2.619534, 4.136507], [2.862650, -0.086788, 1.688279], [4.063196, 0.186284, 1.620439], [1.980361, 0.169562, 0.799165], [0.491308, -1.716134, 7.299145], [1.319433, -3.234706, 6.945720], [-0.299836, -2.952534, 6.316077], [1.503482, 0.091157, 6.140208], [2.273091, 1.999635, 5.021062], [2.024208, 2.020787, 3.263259], [3.610071, 1.633249, 3.905501], [1.559469, -2.541099, 0.918234], [1.867435, -3.954460, 1.924198], [3.200802, -2.892290, 1.425117], [1.135339, -3.667658, 4.140030], [-1.154563, 2.744867, 3.667052], [-1.225256, 1.240577, 3.528991], [-0.627786, 0.908439, 2.283729], [-1.541077, 3.061342, 4.639451], [-1.740039, 3.223940, 2.876682], [-0.117283, 3.075338, 3.574800], [-2.271126, 0.914069, 3.557539], [-0.694277, 0.754351, 4.352231], [-0.588440, -0.050770, 2.171343], [-0.334828, 3.706894, -6.715940], [-0.624010, 2.802047, -6.070139], [-1.010571, 1.654609, -5.277802], [-1.794481, 0.649036, -5.829594], [-2.138096, -0.436017, -5.045627], [-1.684761, -0.473055, -3.734296], [-0.951860, 0.499715, -3.204786], [-0.608235, 1.541817, -3.951701], [-2.122977, 0.727100, -6.858232], [-2.747809, -1.238192, -5.438456], [-1.906683, -1.305797, -3.070060], [-0.017518, 2.313931, -3.466570]],
  "forces_ev_per_angstrom": [[-0.185, -0.269, 0.037], [-0.102, -0.073, 0.141], [0.043, 0.013, -0.041], [0.025, 0.283, -0.234], [-0.048, -0.107, -0.091], [-0.014, 0.087, 0.144], [0.025, -0.100, 0.046], [0.192, -0.124, -0.194], [-0.087, 0.076, 0.129], [-0.107, 0.022, -0.018], [-0.047, -0.040, 0.066], [0.074, 0.107, 0.027], [0.062, 0.039, 0.097], [-0.029, -0.014, 0.024], [-0.015, -0.005, -0.045], [-0.014, 0.080, 0.025], [0.022, -0.053, -0.061], [0.024, -0.059, -0.033], [-0.015, 0.013, 0.011], [0.002, -0.004, -0.003], [-0.053, 0.056, 0.023], [0.090, 0.124, -0.120], [-0.416, 0.351, 0.067], [0.010, -0.193, -0.107], [0.144, -0.201, 0.192], [0.488, -0.165, -0.058], [-0.287, 0.044, 0.153], [-0.037, 0.100, -0.019], [0.045, 0.107, -0.021], [0.023, 0.153, -0.025], [0.063, 0.026, -0.069], [0.192, 0.086, -0.297], [-0.158, -0.173, 0.293], [0.444, 0.131, -0.119], [-0.161, -0.265, -0.039], [-0.109, 0.220, 0.037], [0.118, -0.024, 0.182], [0.058, -0.012, 0.052], [-0.098, -0.002, 0.031], [0.031, -0.025, -0.064], [0.017, -0.034, 0.017], [0.027, 0.049, -0.041], [-0.074, 0.028, 0.063], [0.043, -0.008, -0.019], [-0.104, -0.025, -0.038], [-0.007, 0.082, 0.009], [0.065, -0.026, 0.011], [-0.001, 0.007, 0.031], [-0.002, -0.010, -0.019], [-0.098, -0.015, 0.014], [0.076, 0.061, -0.003], [-0.046, 0.047, -0.053], [-0.022, -0.013, 0.059], [0.065, 0.008, 0.033], [-0.062, -0.013, 0.063], [-0.014, -0.052, -0.110], [0.034, 0.031, -0.105], [-0.038, -0.125, 0.041], [-0.043, 0.050, 0.030], [0.026, 0.030, -0.083], [-0.007, 0.010, 0.035], [0.022, 0.007, -0.026], [-0.010, -0.009, 0.037], [-0.015, -0.031, -0.013], [-0.042, 0.103, 0.031], [0.044, -0.081, 0.008], [0.010, -0.004, 0.065], [0.000, -0.023, -0.050], [-0.234, 0.116, 0.036], [-0.024, -0.001, -0.040], [0.207, -0.266, -0.019], [-0.002, 0.000, 0.011], [0.003, -0.004, 0.012], [0.003, 0.002, 0.012], [-0.018, -0.006, -0.024], [0.005, -0.007, -0.015], [0.004, 0.005, -0.006], [-0.006, 0.000, -0.003], [0.004, 0.020, -0.027], [-0.003, -0.001, -0.005], [-0.028, -0.013, 0.025], [0.005, 0.028, -0.009], [0.013, 0.070, -0.009], [0.036, 0.017, -0.155], [-0.095, 0.005, 0.120], [-0.006, 0.003, -0.052], [0.048, -0.014, 0.038], [-0.060, -0.004, 0.017], [-0.030, -0.018, 0.019], [0.047, -0.038, 0.021], [0.104, 0.017, 0.113], [0.007, 0.066, -0.036], [-0.121, -0.338, 0.237], [0.192, 0.287, -0.188], [-0.102, -0.076, -0.147], [-0.072, -0.012, -0.057], [0.058, -0.017, 0.112], [-0.031, 0.016, -0.203], [0.030, -0.026, 0.157], [0.001, -0.026, 0.013], [0.026, -0.002, 0.003], [0.028, 0.050, -0.057], [-0.023, -0.084, -0.002]],
  "charge": -1,
  "e_lumo_ha": 0.0767,
  "energy_ha": -3622.8127,
  "max_force_ev_per_a": 0.55,
  "gap_ev": 6.23,
  "e_above_lowest_kcal_mol": 17.8
}